1.
6
Properties=species:S:1:pos:R:3:forces:R:3:nbo_charge:R:1 method="wB97M-V/def2-TZVPD" e_homo_ev=-9.26 homo_lumo_gap_ev=9.125 e_lumo_ev=-0.14 multiplicity=1
Si -0.41412 0.46291 -0.09436 -1.3 -4.9 -1.0 0.873
S 1.56916 -0.07459 -0.10891 2.0 -1.0 0.0 -0.460
H -1.48695 -1.43633 -0.73131 1.2 2.8 0.8 -0.223
H -0.76840 0.71707 1.20293 -1.1 0.2 2.3 -0.203
H -0.53824 1.64914 -0.77424 -0.3 1.7 -1.6 -0.177
H 1.63855 -1.31820 0.50588 -0.6 1.1 -0.4 0.190

=====

2.
75
Properties=species:S:1:pos:R:3:forces:R:3:lowdin_charge:R:1 method="wB97M-V/def2-TZVPD" e_homo_ev=-9.25 homo_lumo_gap_ev=8.590 e_lumo_ev=-0.66 multiplicity=1
O 11.09540 14.81942 6.70948 -0.3 0.4 -0.3 -0.079
H 11.50938 13.95638 6.70766 0.2 -0.3 -0.2 -0.047
H 11.14202 15.10602 7.62158 -0.1 0.4 0.4 -0.025
O 8.32920 9.98112 11.10766 -0.2 0.0 0.3 -0.028
H 8.40752 9.07914 10.79696 -0.1 -0.2 -0.1 0.047
H 9.06596 10.43913 10.70312 0.4 0.3 -0.1 0.030
O 9.65586 15.49080 11.33170 0.6 0.1 0.0 -0.031
H 8.99614 14.80336 11.24004 -0.5 -0.4 -0.2 0.019
H 9.32698 16.04634 12.03842 -0.1 0.1 0.4 0.045
O 14.16594 11.52980 8.50105 0.1 0.7 -0.3 -0.031
H 13.94830 10.61776 8.69352 -0.3 -1.0 0.3 -0.001
H 15.12136 11.54156 8.44364 0.3 0.2 -0.2 0.083
O 6.06240 10.88864 13.36808 -0.1 0.3 0.2 -0.051
H 6.76692 10.74076 12.73720 0.3 -0.1 -0.3 -0.013
H 5.45326 10.16494 13.22160 -0.2 -0.2 0.0 0.033
O 13.44328 9.05566 9.15804 -0.1 -0.2 -0.2 -0.014
H 13.34298 8.53072 9.95216 0.1 0.1 0.6 0.037
H 13.06818 8.51425 8.46350 -0.1 -0.1 -0.3 0.069
O 12.80912 17.17846 14.64824 -0.1 0.5 0.2 -0.056
H 13.33502 17.64814 14.00090 0.2 0.1 -0.1 0.028
H 12.36460 16.49530 14.14630 0.2 -0.5 0.0 -0.022
O 9.37440 8.93056 13.92678 -0.4 -0.5 0.0 -0.056
H 9.29300 9.43974 13.12034 -0.1 0.3 -0.3 -0.010
H 10.16645 9.26826 14.34490 0.5 0.2 0.0 -0.022
O 12.29338 12.42728 6.43662 -0.2 -0.5 -0.2 -0.035
H 12.80328 12.15220 7.19858 0.4 -0.1 0.4 0.006
H 12.89388 12.32890 5.69776 0.1 0.1 -0.2 0.059
O 11.50386 13.16054 17.09326 0.3 0.5 0.2 -0.047
H 12.36102 12.82656 16.82872 0.3 0.0 0.1 0.032
H 10.87652 12.59640 16.64112 -0.4 -0.4 -0.2 -0.037
O 9.84628 11.36510 15.82172 0.2 0.1 0.1 -0.029
H 9.01423 11.82668 15.71744 -0.4 0.0 -0.3 0.075
H 9.68972 10.74632 16.53504 -0.3 -0.3 0.3 0.078
O 11.94146 14.55196 14.14708 0.7 -0.6 -0.7 -0.044
H 11.92686 13.76918 14.69776 -0.1 0.0 0.5 0.014
H 11.04634 14.88896 14.18522 -0.7 0.3 0.1 -0.012
O 13.56634 12.67594 10.82382 -0.3 0.3 1.3 -0.041
H 14.46262 12.79250 11.13898 0.3 0.1 0.0 0.058
H 13.66288 12.21318 9.99150 0.2 -0.4 -1.0 0.000
O 10.13978 16.76790 8.91436 -0.1 0.4 -0.6 -0.053
H 10.98974 17.19786 9.00874 0.2 0.1 -0.1 0.035
H 9.98234 16.35814 9.76498 -0.3 -0.2 0.4 -0.033
O 15.57436 15.77350 12.23886 -0.1 0.1 0.1 -0.039
H 15.39146 15.14688 11.53878 -0.1 0.0 -0.3 0.012
H 16.35976 15.43266 12.66688 0.2 0.0 0.2 0.032
O 10.57864 12.08262 11.79050 -0.7 -0.3 -0.1 -0.027
H 11.35746 11.56206 11.59372 0.4 -0.1 0.0 0.024
H 10.91518 12.96168 11.96432 0.2 0.5 0.1 0.022
O 12.09488 9.79130 14.88192 -0.2 -0.9 0.2 -0.049
H 11.61950 10.28288 15.55170 -0.1 0.2 0.0 0.015
H 12.70834 10.42470 14.50948 0.4 0.8 -0.3 -0.002
O 7.65374 13.31156 11.28888 0.0 0.2 -0.1 -0.024
H 8.27418 12.59530 11.42400 0.5 -0.3 0.2 0.024
H 7.12132 13.03068 10.54466 -0.2 0.0 -0.3 0.082
O 12.92714 8.62625 12.24810 0.4 0.3 -0.5 -0.043
H 12.60586 8.81430 13.12994 -0.4 0.1 0.6 0.020
H 12.35570 7.92812 11.92828 -0.5 -0.4 0.0 0.003
O 9.51746 15.81674 14.39694 0.1 -0.1 -0.1 -0.023
H 8.82866 15.43742 14.94274 -0.2 0.0 0.0 0.053
H 9.43977 16.76086 14.53414 0.1 0.4 0.1 0.076
O 6.78216 15.05094 13.24980 -0.2 0.7 0.5 -0.051
H 7.00540 14.48902 13.99186 -0.2 -0.3 0.0 0.021
H 6.91486 14.49678 12.48068 0.1 -0.4 -0.3 -0.018
O 13.50498 11.85626 13.64610 0.1 -0.3 0.4 -0.026
H 13.41118 12.80616 13.71756 -0.1 0.4 -0.1 0.031
H 13.74476 11.70690 12.73154 -0.1 -0.1 -0.4 0.015
O 10.84224 6.68186 11.64920 0.3 0.1 -0.3 -0.033
H 9.93394 6.68204 11.34716 -0.2 0.1 0.0 0.045
H 10.92180 5.88272 12.17002 0.0 -0.2 0.2 0.058
O 12.27190 14.97312 9.82098 0.1 0.3 -0.4 -0.042
H 12.72944 14.24778 10.24616 0.3 -0.4 0.2 -0.023
H 11.66964 15.30130 10.48868 -0.4 0.1 0.2 -0.003
O 15.59460 9.21754 12.90346 0.6 0.4 0.1 -0.060
H 15.90788 8.32074 12.78582 0.0 -0.2 0.0 0.030
H 14.69574 9.20281 12.57478 -0.4 -0.3 -0.2 -0.033

=====

3.
10
Properties=species:S:1:pos:R:3:forces:R:3:nbo_charge:R:1 method="wB97M-V/def2-TZVPD" e_homo_ev="-6.61 / -7.98" homo_lumo_gap_ev="6.589 / 8.251" e_lumo_ev="-0.02 / 0.27" multiplicity=1
N -0.33169 -2.44287 0.24504 -0.2 1.5 1.8 -0.508
N 0.23060 1.64257 -1.15104 0.5 -1.1 -0.7 -1.190
O 0.30866 1.76441 1.19413 1.2 1.3 -2.7 -0.988
O -0.76542 -1.13821 0.45943 1.5 -0.3 -0.6 -0.553
P 0.89133 0.71325 0.08508 -1.6 -0.5 -0.6 1.261
H 0.61152 -2.62011 0.54408 0.1 0.1 0.1 0.331
H -0.59714 -2.91951 -0.57755 -0.3 0.2 -1.3 0.333
H -0.25123 1.17556 -1.92014 0.4 0.4 0.3 0.412
H -0.17958 2.49665 -0.82847 -0.5 0.2 0.0 0.408
H 0.08295 1.32826 1.94944 -1.0 -1.8 3.7 0.496

=====

4.
9
Properties=species:S:1:pos:R:3:forces:R:3:nbo_charge:R:1 method="wB97M-V/def2-TZVPD" e_homo_ev="-9.40 / -7.87" homo_lumo_gap_ev="9.080 / 7.867" e_lumo_ev="-0.32 / -0.01" multiplicity=1
N 0.17510 1.77643 3.01168 -1.8 -1.3 1.4 -0.301
N 0.41614 -0.05977 -1.22904 3.7 0.1 1.3 -1.091
O 0.60406 0.89439 2.10409 1.6 4.2 0.1 -0.577
P 0.06025 -0.57962 2.08143 -1.2 -2.2 0.5 0.648
H 0.72197 -0.75051 -1.94489 -0.2 0.9 0.7 0.367
H 0.62689 2.67943 2.98607 1.1 0.0 -1.3 0.303
H 1.35934 0.41521 -0.75772 -3.3 -1.5 -2.0 0.367
H -0.12465 0.64769 -1.67471 -0.2 0.7 -0.4 0.365
H 0.76052 -0.73536 0.90389 0.2 -0.7 -0.4 -0.080

=====

Summary of E in eV
-18775.0903 -52001.1847 -16442.0307 -14392.8880
(order as listed above)
Summary of relative energy (zero: lowest compared OMol25 entry of this formula, charge and spin) in kJ/mol
258.87 344.68 493.28 607.89
(order as listed above)